1.
The following is a DFT calculation (ωB97M-V/def2-TZVPD) of C5H35O13 as an isolated structure in a non-equilibrium geometry.

The geometry in XYZ format:
```
53
Properties=species:S:1:pos:R:3
C -0.0212 1.1318 0.2365
O -1.1806 1.4047 1.0434
C 0.5127 2.3746 -0.3502
C 1.8987 2.3590 -0.9404
C 2.1888 1.6961 -2.2612
C 2.8690 0.3651 -2.1515
H 0.6591 0.5749 0.8478
H -0.3529 0.4769 -0.5789
H 0.5074 3.1712 0.3633
H -0.2335 2.6917 -1.0999
H 2.6526 2.1763 -0.1698
H 2.0656 3.5066 -1.1843
H 2.8860 2.2920 -2.8695
H 1.3412 1.7915 -2.9830
H 3.9350 0.4000 -1.9715
H 2.7845 -0.2606 -3.0341
H 2.4603 -0.2864 -1.3234
H -0.1144 2.5999 2.1447
H 0.8158 3.8589 2.4719
O 0.1966 3.2204 2.8270
H -2.8160 1.0805 -2.3415
H -2.5228 -0.0926 -1.6236
O -2.6009 0.1566 -2.5857
H 0.0629 -3.3840 0.5910
H -1.0097 -2.4259 1.3728
O -0.8560 -3.2178 0.8071
H -1.0158 -1.7939 -1.5895
H -1.2162 -3.3027 -1.8470
O -0.7930 -2.5128 -2.1966
H -3.7711 1.9278 0.5068
H -2.3743 1.4797 0.1178
O -3.3270 1.5509 -0.2587
H -2.0845 -0.7665 2.6599
H -1.4437 0.3430 1.5049
O -1.5917 -0.8294 1.8340
H -0.5239 -1.6255 3.0274
H 0.5040 -2.8528 3.3528
O -0.1656 -2.2557 3.6833
H -2.3393 -1.2209 0.3554
H -2.4931 -2.4939 -0.4124
O -2.9331 -1.6398 -0.3331
H 2.6304 -1.2479 1.7822
H 3.2397 -0.0811 2.5071
O 3.4810 -0.9541 2.1256
H 0.8435 -3.2302 -2.1116
H 1.9031 -2.3180 -2.0924
O 1.8101 -3.2630 -1.8836
H -0.0384 0.4183 -4.3653
H -1.2288 0.6787 -3.3376
O -0.3934 1.0183 -3.7055
H 2.0646 1.8655 3.7370
H 1.3995 0.4429 3.7161
O 1.9898 1.0450 3.2443
```

- Net charge: -1
- HOMO: -6.787 eV
- Frontier orbital gap: 9.46 eV
- Total energy: -32372.566 eV

Results of the Mulliken charge analysis, in e, for atoms 1 through 8: number 1, C, carries 0.07; number 2, O, carries -0.92; number 3, C, carries -0.32; number 4, C, carries -0.95; number 5, C, carries -0.10; number 6, C, carries -1.09; number 7, H, carries 0.36; number 8, H, carries -0.10

---

2.
The following is a DFT calculation (ωB97M-V/def2-TZVPD) of a 13-piece molecular cluster, C5H36N2O12 overall in a non-equilibrium geometry.

The geometry in XYZ format:
```
55
Properties=species:S:1:pos:R:3
C -1.4153 -0.9571 -0.1859
C -0.8100 0.0353 -1.1866
C 0.3080 -0.5304 -1.9637
C 0.1896 -1.6424 -2.7899
N 1.1946 -2.2662 -3.4060
C 1.5836 0.2072 -2.0236
N -1.9604 -0.2048 0.9562
H -2.1800 -1.5873 -0.6624
H -0.6413 -1.6365 0.2147
H -1.5555 0.5527 -1.7882
H -0.4350 0.8548 -0.5715
H -0.7275 -2.2266 -2.7994
H 0.9798 -2.7502 -4.2726
H 2.0849 -1.7790 -3.5261
H 1.5653 1.0925 -1.3717
H 1.7516 0.5193 -3.0844
H 2.4488 -0.3534 -1.6382
H -2.1091 -0.9357 1.6525
H -1.2979 0.4761 1.3370
H 0.8813 0.9163 2.9675
H 2.1538 -0.0436 2.6134
O 1.1992 0.0179 2.7480
H -2.7603 1.3713 0.0983
H -4.3062 1.7849 -0.3475
O -3.3689 2.0415 -0.2767
H 0.7653 3.3848 2.2783
H 1.4025 2.7605 1.0383
O 1.5177 2.8347 2.0051
H 3.7566 -3.1991 -1.6167
H 2.4444 -2.5256 -1.6823
O 3.3435 -2.3491 -1.4098
H 1.0574 -3.5918 1.3083
H 0.8792 -3.7284 -0.3734
O 1.2663 -4.0983 0.4378
H -0.8533 2.3522 2.8027
H -0.6871 1.6083 4.2922
O -0.7452 1.5314 3.3065
H 0.2651 3.5480 -3.6229
H -0.8099 2.8852 -2.7684
O 0.1826 2.9076 -2.8625
H 0.2472 -1.7266 2.3151
H 1.5841 -2.1251 2.6882
O 0.6958 -2.5123 2.6567
H -2.0702 3.0975 1.2491
H -0.7377 3.6612 0.6025
O -1.2763 3.6447 1.4273
H -1.8625 -2.1765 3.5777
H -1.5996 -0.7166 4.1657
O -2.2511 -1.3806 3.9433
H -2.2768 1.5378 -3.3550
H -2.9148 2.3439 -2.1220
O -2.3817 2.4273 -2.9538
H 3.2942 -1.6878 0.4009
H 2.0766 -0.6792 0.6018
O 2.9149 -0.9843 0.9760
```

- Net charge: +1
- HOMO (alpha / beta): -13.308 / -13.292 eV
- Frontier orbital gap (alpha / beta): 9.46 / 6.08 eV
- 2S+1: 2
- ⟨S²⟩: 0.76
- Total energy: -33311.491 eV

Results of the Mulliken charge analysis, in e, for atoms 1 through 8: number 1, C, carries -0.46; number 2, C, carries 0.02; number 3, C, carries 1.34; number 4, C, carries -0.47; number 5, N, carries -0.34; number 6, C, carries -1.85; number 7, N, carries -0.58; number 8, H, carries 0.48